# 1
A 2-piece molecular cluster, C4H12N2S overall, computed with ωB97M-V/def2-TZVPD.

Summary:
* Kohn-Sham gap: 5.40 eV
* net charge: 0
* highest occupied orbital energy: -8.225 eV

Atoms and positions in Å:
C -1.04595 -1.18926 -1.76564
C -0.47572 -0.53602 -0.53207
C 0.01127 1.01962 -0.94379
S -1.16549 2.24538 -1.33498
N 0.43517 -1.28216 0.13839
C 0.79867 -0.73492 1.38884
N 2.10566 -0.07019 1.33706
H -1.69108 -2.03352 -1.51371
H -1.67971 -0.49460 -2.30898
H -0.18313 -1.57841 -2.30867
H -1.84225 2.02495 1.79447
H 0.67642 1.37062 -0.15878
H 0.60380 0.84943 -1.84366
H -1.47758 2.37056 1.25617
H -1.22843 -0.14392 0.18556
H 0.06703 -0.02127 1.82457
H 0.85677 -1.48875 2.17654
H 2.57065 -0.10899 0.44566
H 2.66391 -0.19854 2.16301

Cartesian forces (eV/Å) of the 2 atoms listed first:
0.0 -0.3 0.2
-1.6 -2.9 1.9

# 2
One molecule with the formula C3H6N2O, computed with ωB97M-V/def2-TZVPD.

Summary:
* Kohn-Sham gap: 8.59 eV
* net charge: 0
* highest occupied orbital energy: -7.719 eV

Atoms and positions in Å:
N 1.99404 -0.03792 0.04745
C 0.77106 0.54558 0.23645
O 0.86796 1.87067 0.52396
C -0.39993 -0.10447 0.16904
C -1.64539 -0.19112 -0.56846
N -0.75754 -1.37929 -0.39152
H 2.74817 0.23429 0.65940
H 1.96064 -1.01324 -0.20932
H -0.01098 2.15444 0.80784
H -1.67548 0.16930 -1.59630
H -2.60898 -0.18510 -0.05958
H -1.15784 -1.96293 0.34586

Cartesian forces (eV/Å) of the 2 atoms listed first:
0.0 -0.1 0.0
-0.1 -0.3 0.0

# 3
C13H33N3O13PS2V as an isolated structure, computed with ωB97M-V/def2-TZVPD.

Summary:
* multiplicity: 2
* Kohn-Sham gap (alpha / beta): 6.96 / 6.95 eV
* net charge: -1
* highest occupied orbital energy (alpha / beta): -4.841 / -4.834 eV

Atoms and positions in Å:
O 2.06552 0.22551 1.11990
V 1.15202 1.32141 0.47084
O -1.72024 2.43156 3.66154
C -0.59966 2.70568 2.93702
O -0.11304 3.83995 2.97036
O -0.06098 1.78325 2.22637
H -1.83858 1.51311 3.35626
O 4.32421 4.39607 0.03884
C 3.11837 3.92262 0.44589
O 2.26258 4.77865 0.71916
O 2.93291 2.67229 0.58386
H 4.10086 5.33927 0.01096
O -2.08282 3.27657 -1.37276
C -0.88360 3.59904 -0.78470
O -0.84590 4.67291 -0.18176
O 0.08168 2.76243 -0.69437
H -2.60643 4.06933 -1.20428
O -0.41908 -0.26978 0.02601
P -1.60151 -1.11736 -0.21910
N -2.40778 -1.63939 1.14761
C -3.33666 -2.75283 1.04297
C -1.84840 -1.24913 2.44697
N -1.37074 -2.36736 -1.35676
C -0.19179 -3.21946 -1.22825
C -2.45680 -2.90936 -2.19864
N -2.70536 -0.16515 -1.03705
C -3.61923 0.61679 -0.21389
C -2.60119 0.23410 -2.42235
H -2.80824 -3.69117 0.86355
H -4.15534 -2.60285 0.33699
H -3.89523 -2.85605 1.97687
H -1.48468 -2.09181 3.03066
H -2.58360 -0.58513 2.91343
H -1.05112 -0.51579 2.29454
H 0.10399 -3.63894 -2.19224
H 0.69129 -2.68768 -0.87370
H -0.30174 -4.04428 -0.51623
H -3.08337 -3.60788 -1.63722
H -2.90699 -2.14455 -2.81934
H -1.92873 -3.64142 -2.81763
H -4.54159 0.05820 -0.03836
H -3.11977 1.06504 0.64898
H -3.89188 1.54223 -0.72679
H -2.50931 1.31133 -2.56566
H -3.49207 -0.05917 -2.99306
H -1.71290 -0.31004 -2.75061
C 1.72373 -1.83994 3.67056
S 2.53157 -2.79256 2.35092
O 1.80757 -2.58609 1.04978
C 4.20169 -1.99206 2.42669
H 1.54618 -0.78315 3.46334
H 2.42507 -1.87465 4.50605
H 0.77089 -2.30145 3.91942
H 4.57284 -2.08773 3.44825
H 4.31410 -0.95271 2.11593
H 4.90476 -2.54070 1.79799
C 1.87855 1.93629 -3.73707
S 2.80467 1.55743 -2.25001
O 1.87215 0.72420 -1.35143
C 3.85960 0.16095 -2.79841
H 2.46228 2.10795 -4.64489
H 1.15134 2.71453 -3.51577
H 1.29963 1.09656 -4.14016
H 3.11770 -0.55966 -3.16155
H 4.20908 -0.40461 -1.93826
H 4.48950 0.44664 -3.63623

Cartesian forces (eV/Å) of the 2 atoms listed first:
-0.5 0.6 0.3
0.3 0.7 1.3

What max |F| values result from the calculations? In sequence: 4.1 0.3 5.4 eV/A.